(1)
The following is a DFT calculation (ωB97M-V/def2-TZVPD) of a molecular structure, C34H35N6O2S3Tc.

Output
**Total charge**: +1
**⟨S²⟩**: 1.24
**Energy above the lowest of the compared OMol25 structures with the same formula, charge and spin**: 47.15 kJ/mol
**HOMO (alpha / beta)**: -0.3750 / -0.3761 Eh
**E_tot**: -3070.82769 hartree
**Strongest force on any atom**: 0.8 eV/A
**2S+1**: 2

Each line ends with the Löwdin charge.
Positions of all 81 atoms, in Å:
Tc (-0.288, 0.352, -0.735)  0.932
C (0.827, 3.407, -0.729)  -0.049
N (1.051, 2.209, -1.589)  -0.218
C (0.751, 2.540, -3.002)  -0.197
C (-0.684, 2.904, -3.245)  -0.166
N (-1.632, 1.871, -2.804)  -0.187
C (-2.881, 2.541, -2.423)  -0.101
C (-1.814, 0.858, -3.821)  -0.295
C (-2.808, 1.009, -4.787)  -0.024
C (-2.962, 0.093, -5.812)  -0.065
C (-2.110, -0.998, -5.894)  -0.071
C (-1.128, -1.169, -4.936)  -0.115
C (-0.975, -0.260, -3.887)  -0.544
S (0.273, -0.697, -2.698)  0.683
C (2.486, 1.900, -1.476)  -0.291
C (3.457, 2.520, -2.254)  -0.017
C (4.801, 2.261, -2.031)  -0.060
C (5.187, 1.393, -1.021)  -0.065
C (4.223, 0.779, -0.241)  -0.093
C (2.875, 1.031, -0.472)  -0.561
S (1.666, 0.212, 0.494)  0.757
H (1.414, 4.247, -1.109)  0.110
H (1.139, 3.173, 0.286)  0.088
H (-0.227, 3.669, -0.711)  0.071
H (1.061, 1.699, -3.618)  0.104
H (1.339, 3.408, -3.305)  0.116
H (-0.805, 3.104, -4.315)  0.145
H (-0.931, 3.833, -2.731)  0.117
H (-3.217, 3.256, -3.181)  0.096
H (-2.709, 3.098, -1.500)  0.086
H (-3.668, 1.810, -2.265)  0.071
H (-3.467, 1.866, -4.748)  0.110
H (-3.741, 0.239, -6.548)  0.110
H (-2.217, -1.722, -6.690)  0.111
H (-0.476, -2.032, -4.975)  0.101
H (3.196, 3.212, -3.040)  0.108
H (5.544, 2.743, -2.651)  0.111
H (6.235, 1.186, -0.848)  0.112
H (4.504, 0.085, 0.540)  0.090
O (-1.049, 1.711, 0.627)  -0.325
N (-2.352, 1.752, 0.949)  -0.184
C (-2.722, 2.702, 1.840)  0.000
C (-4.027, 2.810, 2.225)  -0.029
C (-4.964, 1.916, 1.691)  -0.037
C (-4.560, 0.960, 0.795)  -0.060
C (-3.216, 0.876, 0.397)  -0.618
S (-2.625, -0.258, -0.751)  0.803
H (-1.912, 3.322, 2.193)  0.146
H (-4.309, 3.573, 2.935)  0.120
H (-6.002, 1.976, 1.985)  0.122
H (-5.258, 0.256, 0.365)  0.119
C (4.598, -1.491, 3.214)  -0.051
C (3.312, -2.130, 3.658)  -0.274
C (2.189, -1.363, 3.948)  -0.045
C (1.002, -1.947, 4.365)  -0.021
C (0.909, -3.327, 4.464)  -0.270
N (-0.305, -3.967, 4.833)  0.138
C (-1.589, -3.576, 4.535)  -0.531
O (-2.537, -3.861, 5.232)  0.085
N (-1.774, -2.826, 3.372)  0.141
C (-1.013, -2.826, 2.197)  -0.215
C (-0.282, -3.921, 1.749)  0.026
C (0.444, -3.792, 0.583)  -0.007
C (0.406, -2.610, -0.131)  -0.176
N (-0.335, -1.570, 0.270)  -0.230
C (-1.002, -1.676, 1.426)  -0.109
C (2.026, -4.109, 4.192)  -0.025
C (3.214, -3.512, 3.806)  -0.034
H (4.477, -0.414, 3.092)  0.070
H (4.936, -1.909, 2.264)  0.080
H (5.394, -1.657, 3.943)  0.087
H (2.246, -0.284, 3.858)  0.107
H (0.147, -1.329, 4.609)  0.122
H (-0.275, -4.626, 5.595)  0.158
H (-2.699, -2.430, 3.330)  0.154
H (-0.282, -4.845, 2.312)  0.132
H (1.041, -4.612, 0.208)  0.122
H (0.969, -2.489, -1.042)  0.054
H (-1.547, -0.804, 1.760)  0.104
H (1.957, -5.187, 4.276)  0.119
H (4.078, -4.134, 3.602)  0.119

Forces on atoms 1 to 6 (eV/Å):
0.22 0.68 -0.36
-0.04 -0.08 -0.02
-0.02 -0.06 -0.06
0.05 0.07 -0.03
-0.01 -0.01 -0.03
0.07 -0.08 0.10

(2)
The following is a DFT calculation (ωB97M-V/def2-TZVPD) of a molecular structure, C34H35N6O6S2Ti.

Output
**Total charge**: +2
**⟨S²⟩**: 0.75
**Energy above the lowest of the compared OMol25 structures with the same formula, charge and spin**: 182.75 kJ/mol
**HOMO (alpha / beta)**: -0.4857 / -0.4857 Eh
**E_tot**: -3741.96451 hartree
**Strongest force on any atom**: 4.2 eV/A
**2S+1**: 2

Each line ends with the Löwdin charge.
Positions of all 84 atoms, in Å:
Ti (1.019, 0.183, -0.442)  0.832
C (-0.328, -4.976, -0.587)  -0.062
O (-1.587, -4.499, -0.051)  -0.195
C (-1.892, -4.891, 1.233)  -0.264
C (-3.179, -4.269, 1.582)  -0.145
O (-3.007, -2.791, 1.654)  -0.152
C (-4.126, -2.132, 2.179)  -0.224
C (-3.736, -1.079, 3.182)  -0.235
O (-2.890, -0.091, 2.634)  -0.171
C (-2.173, 0.658, 3.636)  -0.082
H (-0.376, -6.040, -0.905)  0.101
H (-0.149, -4.395, -1.502)  0.066
H (0.502, -4.808, 0.135)  0.094
H (-1.936, -5.999, 1.347)  0.145
H (-1.149, -4.624, 1.995)  0.132
H (-3.988, -4.417, 0.821)  0.150
H (-3.492, -4.647, 2.544)  0.123
H (-4.711, -1.650, 1.388)  0.132
H (-4.719, -2.853, 2.775)  0.132
H (-4.653, -0.647, 3.612)  0.134
H (-3.319, -1.606, 4.062)  0.128
H (-2.475, 1.674, 3.633)  0.064
H (-2.350, 0.311, 4.678)  0.099
H (-1.107, 0.530, 3.426)  0.070
C (4.076, 0.288, -3.593)  -0.012
C (3.478, 0.183, -2.337)  -0.078
N (2.178, -0.143, -2.187)  0.001
C (1.538, -0.698, -3.296)  -0.125
C (2.132, -0.747, -4.572)  -0.128
C (3.361, -0.103, -4.692)  0.033
C (1.560, -1.511, -5.638)  0.022
C (0.371, -2.149, -5.436)  0.011
C (-0.272, -2.076, -4.182)  -0.101
C (-1.514, -2.703, -3.895)  0.028
C (-2.110, -2.501, -2.691)  -0.012
C (-1.498, -1.675, -1.719)  -0.069
N (-0.304, -1.111, -1.888)  0.042
C (0.270, -1.256, -3.110)  -0.148
H (5.074, 0.690, -3.691)  0.125
H (4.019, 0.490, -1.447)  0.119
H (3.850, -0.098, -5.695)  0.155
H (2.125, -1.568, -6.533)  0.119
H (-0.079, -2.708, -6.257)  0.137
H (-1.986, -3.347, -4.678)  0.152
H (-3.103, -2.896, -2.513)  0.131
H (-2.011, -1.535, -0.732)  0.149
C (3.653, -1.858, 3.680)  -0.037
N (3.790, -0.522, 3.201)  -0.110
C (4.897, 0.352, 3.409)  0.021
C (4.755, 1.366, 2.561)  -0.018
N (3.579, 1.214, 1.796)  0.040
C (2.988, 0.022, 2.244)  -0.527
S (1.858, -0.928, 1.330)  0.754
C (2.839, 2.227, 1.079)  -0.220
C (2.979, 3.609, 1.486)  0.035
C (2.538, 4.604, 0.621)  0.012
C (2.024, 4.228, -0.655)  -0.018
C (1.823, 2.940, -0.915)  -0.105
N (2.133, 1.922, 0.008)  -0.013
H (3.029, -1.936, 4.599)  0.121
H (4.674, -2.275, 3.987)  0.132
H (3.266, -2.473, 2.831)  0.072
H (5.712, 0.108, 4.147)  0.169
H (5.340, 2.249, 2.456)  0.132
H (3.467, 3.804, 2.460)  0.133
H (2.673, 5.684, 0.940)  0.152
H (1.571, 5.010, -1.298)  0.148
H (1.316, 2.645, -1.816)  0.083
O (-0.199, 2.155, 1.843)  0.032
C (-0.830, 2.338, 0.787)  -0.484
N (-0.565, 1.546, -0.333)  -0.161
S (-1.400, 2.244, -1.684)  0.702
O (-0.547, 2.967, -2.554)  -0.280
O (-2.308, 1.256, -2.273)  -0.288
C (-2.338, 3.369, -0.704)  -0.199
C (-3.273, 4.348, -1.038)  -0.002
C (-3.820, 5.145, -0.026)  -0.036
C (-3.305, 5.087, 1.251)  -0.039
C (-2.266, 4.215, 1.580)  0.026
C (-1.817, 3.370, 0.575)  -0.164
H (-3.468, 4.407, -2.109)  0.133
H (-4.605, 5.840, -0.302)  0.123
H (-3.678, 5.794, 2.032)  0.136
H (-1.818, 4.161, 2.554)  0.123

Forces on atoms 1 to 6 (eV/Å):
-2.08 0.99 -1.78
-0.62 0.11 0.23
1.67 0.02 -1.68
0.38 -1.25 0.69
-1.40 2.16 -0.41
0.73 -1.68 -0.07

(3)
The following is a DFT calculation (ωB97M-V/def2-TZVPD) of a molecular structure, C34H35N7S2Ti.

Output
**Total charge**: +2
**Energy above the lowest of the compared OMol25 structures with the same formula, charge and spin**: 84.96 kJ/mol
**HOMO**: -0.4709 Eh
**E_tot**: -3345.32917 hartree
**Strongest force on any atom**: 1.9 eV/A

Each line ends with the Löwdin charge.
Positions of all 79 atoms, in Å:
Ti (0.114, -0.245, -0.283)  0.979
C (-2.199, 1.731, -0.976)  -0.053
N (-1.176, 0.956, -1.706)  -0.248
C (-1.837, 0.259, -2.820)  -0.045
C (-0.188, 1.927, -2.188)  -0.221
C (-0.380, 2.703, -3.320)  -0.011
C (0.551, 3.667, -3.678)  -0.046
C (1.654, 3.893, -2.871)  -0.043
C (1.856, 3.141, -1.730)  0.008
C (0.951, 2.127, -1.381)  -0.233
N (1.147, 1.262, -0.334)  -0.125
C (1.968, 1.568, 0.747)  -0.321
C (1.883, 2.781, 1.427)  -0.048
C (2.591, 2.962, 2.601)  -0.057
C (3.364, 1.931, 3.107)  -0.045
C (3.469, 0.725, 2.429)  0.008
C (2.787, 0.532, 1.238)  -0.203
N (2.862, -0.636, 0.407)  -0.197
C (3.700, -0.340, -0.765)  -0.035
C (3.393, -1.815, 1.083)  -0.062
H (-2.570, 2.554, -1.596)  0.115
H (-3.049, 1.096, -0.716)  0.088
H (-1.771, 2.158, -0.064)  0.066
H (-2.439, 0.946, -3.424)  0.104
H (-1.094, -0.207, -3.470)  0.094
H (-2.510, -0.505, -2.423)  0.077
H (-1.248, 2.572, -3.946)  0.118
H (0.407, 4.239, -4.580)  0.117
H (2.371, 4.651, -3.138)  0.120
H (2.717, 3.318, -1.102)  0.124
H (1.231, 3.555, 1.044)  0.128
H (2.527, 3.902, 3.123)  0.115
H (3.892, 2.058, 4.039)  0.116
H (4.094, -0.052, 2.841)  0.116
H (4.727, -0.100, -0.459)  0.114
H (3.735, -1.208, -1.427)  0.094
H (3.303, 0.516, -1.312)  0.083
H (4.463, -1.722, 1.293)  0.105
H (2.861, -1.970, 2.019)  0.094
H (3.248, -2.683, 0.440)  0.092
S (0.686, -4.581, 0.543)  1.096
C (0.376, -3.905, 2.077)  -0.367
C (0.214, -2.545, 2.052)  -0.197
C (0.349, -1.982, 0.766)  -0.320
C (0.618, -2.980, -0.163)  -0.549
C (0.941, -2.670, -1.523)  -0.285
C (1.367, -3.614, -2.471)  0.016
C (1.767, -3.188, -3.718)  -0.001
C (1.772, -1.818, -3.995)  -0.012
C (1.313, -0.945, -3.031)  -0.110
N (0.866, -1.349, -1.834)  -0.004
H (0.349, -4.557, 2.930)  0.079
H (0.022, -1.978, 2.953)  0.099
H (1.387, -4.658, -2.198)  0.114
H (2.096, -3.897, -4.462)  0.129
H (2.130, -1.444, -4.941)  0.123
H (1.316, 0.127, -3.212)  0.124
C (-1.432, 1.953, 4.520)  -0.022
N (-2.397, 1.220, 3.752)  -0.118
C (-3.695, 0.968, 4.088)  0.000
C (-4.234, 0.202, 3.117)  0.001
N (-3.253, -0.026, 2.157)  0.039
C (-2.117, 0.619, 2.576)  -0.571
S (-0.594, 0.825, 1.888)  0.891
C (-3.422, -0.840, 1.029)  -0.233
C (-4.705, -1.292, 0.701)  0.029
C (-4.858, -2.215, -0.314)  -0.008
C (-3.724, -2.662, -0.982)  -0.017
C (-2.511, -2.087, -0.654)  -0.136
N (-2.341, -1.175, 0.310)  0.097
H (-1.926, 2.457, 5.346)  0.108
H (-0.935, 2.689, 3.887)  0.085
H (-0.675, 1.268, 4.904)  0.107
H (-4.143, 1.372, 4.972)  0.142
H (-5.216, -0.218, 3.071)  0.124
H (-5.574, -0.932, 1.225)  0.112
H (-5.838, -2.587, -0.570)  0.129
H (-3.778, -3.423, -1.744)  0.124
H (-1.607, -2.379, -1.181)  0.102

Forces on atoms 1 to 6 (eV/Å):
-0.97 0.21 1.34
-0.56 0.51 0.48
0.23 0.07 -0.06
-0.24 -0.31 -0.42
0.63 0.41 0.19
0.05 -0.07 -0.07

- What is the formula in the third record?
  C34H35N7S2Ti